Record 1
{"formula": "C33H44N5O10P2S3Tl", "method": "wB97M-V/def2-TZVPD", "symbols": ["Tl", "N", "C", "C", "P", "O", "O", "O", "P", "O", "O", "O", "H", "H", "H", "H", "H", "H", "H", "H", "O", "S", "C", "C", "C", "C", "S", "O", "C", "C", "C", "C", "C", "C", "C", "C", "C", "C", "C", "C", "H", "H", "H", "H", "H", "H", "H", "H", "H", "H", "H", "H", "H", "H", "H", "H", "H", "H", "N", "N", "C", "N", "S", "H", "H", "H", "H", "H", "C", "O", "C", "C", "C", "C", "C", "C", "N", "C", "C", "C", "C", "C", "C", "C", "O", "H", "H", "H", "H", "H", "H", "H", "H", "H", "H", "H", "H", "H"], "xyz": [[0.739, -0.046, -0.360], [-4.658, 1.763, -0.941], [-3.655, 0.960, -1.759], [-4.311, 0.387, -3.005], [-3.068, -0.365, -0.567], [-4.275, -1.460, -0.713], [-3.240, 0.303, 0.770], [-1.798, -1.033, -0.952], [-2.321, 2.247, -2.161], [-2.437, 2.404, -3.777], [-2.909, 3.492, -1.559], [-0.949, 1.770, -1.847], [-5.620, 1.610, -1.224], [-4.320, 2.760, -1.044], [-4.487, 1.473, 0.046], [-5.142, -0.266, -2.731], [-3.586, -0.209, -3.558], [-4.663, 1.180, -3.665], [-3.927, -2.232, -1.178], [-1.718, 1.905, -4.185], [-0.412, 1.830, 1.501], [-1.415, 2.936, 1.518], [-0.785, 4.364, 0.574], [0.563, 4.944, 0.971], [1.779, 4.098, 0.593], [1.898, 3.941, -0.920], [3.547, 3.310, -1.325], [3.689, 1.994, -0.640], [3.248, 3.010, -3.072], [2.250, 2.151, -3.510], [2.086, 1.947, -4.870], [2.916, 2.589, -5.782], [3.923, 3.434, -5.337], [4.091, 3.643, -3.975], [-1.261, 3.698, 3.148], [-0.219, 3.299, 3.969], [-0.089, 3.870, 5.227], [-1.000, 4.826, 5.657], [-2.049, 5.210, 4.830], [-2.186, 4.642, 3.572], [-1.580, 5.103, 0.699], [-0.817, 4.019, -0.462], [0.583, 5.137, 2.046], [0.650, 5.916, 0.476], [1.725, 3.110, 1.055], [2.673, 4.591, 0.987], [1.818, 4.902, -1.438], [1.153, 3.247, -1.315], [1.612, 1.640, -2.800], [1.308, 1.281, -5.221], [2.776, 2.428, -6.843], [4.576, 3.926, -6.046], [4.874, 4.297, -3.606], [0.481, 2.556, 3.600], [0.727, 3.569, 5.874], [-0.898, 5.272, 6.638], [-2.764, 5.948, 5.172], [-3.004, 4.935, 2.923], [-0.621, -1.081, 1.813], [-0.333, -0.955, 3.168], [0.785, -0.333, 3.606], [0.798, -0.131, 4.954], [2.052, 0.178, 2.660], [-1.429, -0.509, 1.565], [-0.796, -2.049, 1.577], [-1.115, -0.998, 3.805], [0.153, -0.623, 5.551], [1.689, 0.120, 5.344], [3.986, -5.660, -0.882], [4.259, -4.329, -0.488], [3.920, -3.951, 0.765], [3.480, -4.830, 1.747], [3.239, -4.384, 3.037], [3.448, -3.053, 3.360], [3.861, -2.171, 2.378], [4.066, -2.593, 1.073], [4.514, -1.641, 0.135], [4.358, -1.542, -1.191], [3.477, -2.169, -2.046], [3.717, -2.041, -3.453], [2.935, -2.659, -4.368], [1.830, -3.451, -3.917], [1.523, -3.561, -2.603], [2.281, -2.860, -1.582], [1.901, -2.807, -0.401], [4.250, -5.720, -1.934], [2.926, -5.899, -0.765], [4.586, -6.374, -0.312], [3.334, -5.874, 1.509], [2.894, -5.082, 3.789], [3.280, -2.696, 4.368], [3.992, -1.120, 2.610], [4.960, -0.838, 0.554], [5.048, -0.831, -1.638], [4.563, -1.442, -3.777], [3.130, -2.554, -5.427], [1.221, -3.969, -4.651], [0.671, -4.136, -2.260]], "lowdin_charge": [0.92, 0.14, -0.46, -0.10, 0.31, -0.16, -0.35, -0.39, 0.34, -0.15, -0.32, -0.40, 0.15, 0.10, 0.11, 0.07, 0.09, 0.08, 0.07, 0.07, -0.63, 0.98, -0.31, -0.22, -0.24, -0.33, 0.95, -0.55, -0.38, -0.07, -0.07, -0.08, -0.08, -0.09, -0.38, -0.08, -0.07, -0.09, -0.08, -0.09, 0.09, 0.05, 0.10, 0.12, 0.09, 0.11, 0.11, 0.07, 0.07, 0.11, 0.10, 0.10, 0.10, 0.08, 0.10, 0.10, 0.10, 0.11, -0.01, -0.06, -0.85, 0.08, 0.69, 0.03, 0.10, 0.15, 0.10, 0.08, -0.06, -0.09, -0.24, -0.02, -0.08, -0.10, -0.10, -0.17, 0.14, -0.01, -0.16, -0.05, -0.10, -0.08, -0.01, -0.43, -0.07, 0.10, 0.10, 0.09, 0.10, 0.10, 0.10, 0.02, 0.16, 0.14, 0.11, 0.09, 0.10, 0.12], "energy_ev": -118642.681, "homo_lumo_gap_ev": 7.5, "fmax_ev_per_a": 0.713, "homo_ha": -0.2703, "spin_multiplicity": 1, "e_above_lowest_kcal_mol": 21.4}

Record 2
{"formula": "C2H3O4S2", "method": "wB97M-V/def2-TZVPD", "symbols": ["C", "C", "O", "O", "O", "O", "S", "S", "H", "H", "H"], "xyz": [[-0.817, 0.011, 1.383], [-0.898, 0.062, -1.342], [1.317, -1.166, -0.531], [-1.054, -0.128, 2.518], [1.796, 0.257, 1.271], [1.355, 1.314, -0.879], [-2.063, -0.041, 0.023], [0.808, 0.143, -0.103], [-0.899, 1.050, -1.795], [-1.095, -0.823, -1.990], [1.548, -0.680, 1.445]], "lowdin_charge": [-0.64, -0.53, -0.43, 0.01, -0.31, -0.44, 0.74, 0.54, 0.01, 0.03, 0.02], "energy_ev": -31981.876, "homo_lumo_gap_ev": 7.9, "fmax_ev_per_a": 3.844, "smiles": "O=C1SCS1(=O)([O-])O", "homo_ha": -0.1688, "spin_multiplicity": 1, "e_above_lowest_kcal_mol": 80.5, "charge": -1}

Record 3
{"formula": "C2H3N2O2", "method": "wB97M-V/def2-TZVPD", "symbols": ["C", "C", "N", "N", "O", "O", "H", "H", "H"], "xyz": [[-0.984, -0.601, 0.001], [0.255, -0.015, -0.581], [-1.680, -1.350, -0.778], [0.474, -0.413, -1.991], [1.481, -1.142, -2.184], [-1.130, -1.401, -2.021], [-1.017, -0.352, 1.064], [0.255, 1.149, -0.586], [1.225, -0.294, 0.193]], "lowdin_charge": [-0.27, -0.27, -0.09, -0.21, -0.22, -0.26, 0.07, 0.10, 0.14], "energy_ev": -9193.294, "homo_lumo_gap_ev": [7.2, 7.2], "fmax_ev_per_a": 3.420, "smiles": "O=NC/C=N\\[O-]", "homo_ha": [-0.0992, -0.0992], "spin_multiplicity": 1, "e_above_lowest_kcal_mol": 101.7, "charge": -1}

Record 4
{"formula": "C8H12BCuF4NO6S2", "method": "wB97M-V/def2-TZVPD", "symbols": ["Cu", "O", "C", "C", "N", "C", "C", "O", "O", "C", "C", "O", "O", "H", "H", "H", "H", "H", "H", "H", "H", "H", "C", "O", "C", "S", "S", "H", "H", "H", "F", "B", "F", "F", "F"], "xyz": [[-0.528, 0.184, -0.789], [-0.810, -2.598, -2.319], [0.013, -3.244, -1.371], [1.094, -2.372, -0.764], [0.659, -1.323, 0.166], [-0.222, -1.812, 1.232], [-1.675, -1.855, 0.752], [-2.455, -2.641, 1.263], [-1.946, -1.041, -0.230], [1.819, -0.526, 0.586], [2.221, 0.457, -0.518], [3.399, 0.781, -0.621], [1.246, 0.852, -1.264], [-1.448, -2.052, -1.818], [0.536, -4.044, -1.902], [-0.583, -3.727, -0.589], [1.650, -1.891, -1.572], [1.790, -3.039, -0.228], [-0.176, -1.122, 2.072], [0.061, -2.809, 1.585], [2.678, -1.153, 0.839], [1.533, 0.059, 1.459], [-0.327, 3.884, -0.388], [-0.937, 2.716, -0.947], [-1.375, 2.689, -2.215], [-1.574, 4.071, -3.146], [-1.707, 1.072, -2.682], [0.693, 3.949, -0.764], [-0.326, 3.714, 0.684], [-0.887, 4.772, -0.668], [0.212, 0.691, 3.648], [-0.496, 1.624, 2.852], [-0.472, 1.120, 1.502], [-1.817, 1.746, 3.282], [0.158, 2.869, 2.873]], "lowdin_spin": [0.70, 0.00, 0.00, 0.00, 0.06, 0.00, 0.00, 0.01, 0.05, 0.00, 0.00, 0.00, 0.05, 0.00, 0.00, 0.00, 0.00, 0.00, 0.00, 0.00, 0.00, 0.00, 0.00, 0.00, 0.01, 0.01, 0.09, 0.00, 0.00, 0.00, 0.00, 0.00, 0.00, 0.00, 0.00], "s_squared": 0.75, "energy_ev": -100132.981, "homo_lumo_gap_ev": [7.3, 7.4], "fmax_ev_per_a": 0.621, "homo_ha": [-0.0906, -0.0924], "spin_multiplicity": 2, "charge": -2}

Record 5
{"formula": "C5H14N2O", "method": "wB97M-V/def2-TZVPD", "symbols": ["C", "N", "C", "C", "C", "N", "C", "O", "H", "H", "H", "H", "H", "H", "H", "H", "H", "H", "H", "H", "H", "H"], "xyz": [[-0.584, -1.350, 0.383], [0.346, -1.501, -0.622], [-1.097, 0.177, 0.711], [-1.675, 0.844, -0.667], [-0.584, 1.402, -1.566], [-2.157, 0.074, 1.507], [2.900, -0.346, 0.868], [1.897, 0.304, 0.221], [-0.154, -1.677, 1.330], [-1.473, -1.941, 0.220], [-0.103, -1.568, -1.527], [1.085, -0.709, -0.520], [-0.317, 0.835, 1.102], [-2.238, 0.067, -1.172], [-2.380, 1.591, -0.370], [-0.276, 0.671, -2.309], [0.345, 1.714, -1.038], [-0.990, 2.290, -2.048], [-2.103, 0.780, 2.258], [3.772, -0.522, 0.225], [3.206, 0.190, 1.778], [2.580, -1.324, 1.234]], "lowdin_charge": [-0.20, 0.08, -0.38, -0.14, -0.09, 0.18, -0.31, -0.34, 0.13, 0.12, 0.09, 0.04, 0.13, 0.11, 0.09, 0.07, 0.08, 0.08, 0.09, 0.06, 0.07, 0.05], "energy_ev": -10433.220, "homo_lumo_gap_ev": 4.4, "fmax_ev_per_a": 2.086, "homo_ha": -0.2773, "spin_multiplicity": 1, "e_above_lowest_kcal_mol": 180.1}

Record 6
{"formula": "C3H2N2S2", "method": "wB97M-V/def2-TZVPD", "symbols": ["C", "C", "C", "N", "N", "S", "S", "H", "H"], "xyz": [[-0.980, 1.548, 1.066], [-1.057, -0.642, -0.671], [0.246, -0.717, -0.152], [-1.490, 2.581, 1.134], [-2.193, -0.801, -0.894], [1.602, -0.149, -1.211], [0.755, -1.293, 1.415], [1.135, 0.985, -1.590], [1.982, -1.512, 0.903]], "lowdin_charge": [-0.31, -0.37, -0.91, -0.11, 0.23, 0.82, 0.87, -0.12, -0.11], "energy_ev": -27788.137, "homo_lumo_gap_ev": [5.6, 5.6], "fmax_ev_per_a": 2.981, "homo_ha": [-0.3426, -0.3433], "spin_multiplicity": 1, "e_above_lowest_kcal_mol": 115.8}

Record 7
{"formula": "C5H12O4", "method": "wB97M-V/def2-TZVPD", "symbols": ["C", "C", "C", "C", "C", "O", "O", "O", "O", "H", "H", "H", "H", "H", "H", "H", "H", "H", "H", "H", "H"], "xyz": [[-0.160, 0.472, -0.834], [0.289, 0.287, 0.613], [0.807, -2.194, 0.175], [-1.555, 0.077, -1.250], [-0.509, 0.958, 1.715], [-0.026, -1.254, 0.813], [0.786, 0.064, -1.767], [1.674, 0.498, 0.734], [-0.135, 2.058, -0.793], [1.648, 0.146, -1.314], [1.858, 0.707, 1.663], [0.094, 2.308, -1.702], [0.730, -3.146, 0.712], [1.864, -1.900, 0.177], [0.476, -2.380, -0.854], [-1.612, -0.997, -1.437], [-1.822, 0.598, -2.174], [-2.290, 0.343, -0.489], [-0.228, 0.527, 2.681], [-0.308, 2.032, 1.744], [-1.580, 0.797, 1.587]], "lowdin_charge": [-0.48, -0.44, -0.13, 0.02, 0.02, -0.16, 0.05, 0.04, -0.06, 0.11, 0.12, 0.08, 0.09, 0.08, 0.08, 0.09, 0.10, 0.09, 0.10, 0.10, 0.09], "energy_ev": -13568.737, "homo_lumo_gap_ev": 10.4, "fmax_ev_per_a": 4.188, "smiles": "CO[C@@](C)(O)C(C)(O)O", "homo_ha": -0.3550, "spin_multiplicity": 1, "e_above_lowest_kcal_mol": 32.5}